# C30H43CoN7OP2S

C30H43CoN7OP2S as an isolated structure (ωB97M-V/def2-TZVPD, OMol25).

Values from the calculation:
frontier orbital gap (spin up / spin down) = 6.861 / 7.074 eV
ΔE to the lowest compared entry with this formula, charge and spin = 1.024 eV
2S+1 = 2
LUMO energy (spin up / spin down) = 0.01778 / 0.01779 Ha
calculated total energy = -111325.763 eV

The geometry in XYZ format:
```
85
C30H43CoN7OP2S | OMol25 | ωB97M-V/def2-TZVPD
Co 0.92825 -0.61788 -0.40970
C 0.87433 -1.93873 2.82560
P -0.20328 -1.62822 1.37283
C -0.81573 -3.34479 1.19039
C -1.59705 -0.70776 2.17819
C -1.30457 0.03147 3.32904
C -2.24674 0.84471 3.94096
C -3.51710 0.94452 3.40319
C -3.83036 0.20663 2.27179
C -2.90035 -0.62172 1.64597
P -3.41151 -1.65424 0.19810
C -4.41484 -2.90358 1.11357
C -4.78824 -0.66602 -0.51583
H 0.31711 -2.37176 3.65814
H 1.38358 -1.03632 3.15457
H 1.64432 -2.63695 2.49890
H -1.41631 -3.64179 2.05169
H 0.06433 -3.98666 1.13171
H -1.37531 -3.46602 0.26682
H -0.31921 -0.02331 3.77162
H -1.98133 1.39829 4.83322
H -4.26428 1.57830 3.86394
H -4.83458 0.27449 1.87309
H -3.75941 -3.54184 1.70585
H -4.93394 -3.53428 0.38959
H -5.14965 -2.43963 1.77488
H -5.62949 -0.51733 0.16339
H -5.15112 -1.20109 -1.39470
H -4.41296 0.30045 -0.85107
S -0.72624 -3.81499 -3.01803
C 0.64012 -4.48010 -2.23696
C 1.25885 -3.57293 -1.43012
C 0.64321 -2.27736 -1.39780
C -0.45544 -2.29076 -2.22853
C -1.28934 -1.12652 -2.46863
C -2.21334 -1.03529 -3.51812
C -2.88230 0.15109 -3.73149
C -2.62564 1.23524 -2.89726
C -1.71637 1.05328 -1.87183
N -1.07151 -0.08688 -1.64535
H 0.91554 -5.50918 -2.40967
H 2.13144 -3.84945 -0.85090
H -2.36827 -1.88378 -4.17200
H -3.58625 0.24049 -4.54952
H -3.11501 2.18957 -3.03592
H -1.47843 1.87305 -1.20111
N 6.12340 -2.19201 -0.59086
C 5.27577 -1.47171 0.22058
C 3.87984 -1.64668 0.09802
N 3.03354 -0.94727 0.81243
C 3.55876 -0.09062 1.71002
C 4.91627 0.03275 1.86477
N 5.79271 -0.64827 1.11208
H 5.75331 -2.41443 -1.50189
H 7.06697 -1.83809 -0.60592
H 3.48105 -2.33534 -0.63071
H 2.86716 0.51622 2.27981
H 5.33214 0.71125 2.60044
C 1.39120 0.67920 -3.12463
C 2.01096 -0.12458 -1.97135
O 3.18327 -0.44097 -2.15178
H 2.18451 1.05720 -3.77414
H 0.76194 1.49312 -2.76455
H 0.75410 0.01379 -3.71258
C 1.42488 4.05423 -1.68848
N 1.73518 3.02922 -0.71349
C 3.07970 2.49081 -0.79647
C 0.80747 2.52819 0.15040
N 0.79791 1.28278 0.51686
N -0.13714 3.44708 0.58672
C 0.29545 4.77154 1.01020
C -1.29139 2.98036 1.32975
H 1.66585 3.68401 -2.68839
H 2.00904 4.96442 -1.51596
H 0.36744 4.30310 -1.65731
H 3.79942 3.27790 -0.54557
H 3.29944 2.12443 -1.79856
H 3.19074 1.66384 -0.10443
H 0.17185 1.17295 1.30703
H 1.29163 4.98782 0.63984
H 0.31879 4.82953 2.10432
H -0.39186 5.53624 0.64244
H -1.68211 2.04968 0.91966
H -2.07442 3.73746 1.27070
H -1.06029 2.81642 2.38853
```

Atomic partial charges in e from the Mulliken method, atoms 1 to 6: 2.10 -1.90 1.53 -1.64 -0.07 -0.66